(1)
15
Properties=species:S:1:pos:R:3:nbo_charge:R:1 method="wB97M-V/def2-TZVPD" orbital_gap_ev=9.1 homo_ev=-8.220 de_lowest_ev=2.987 total_energy_ev=-8292.009
H -2.282 -1.691 0.156 0.33
N -1.402 -1.344 0.541 -0.63
C -1.021 -0.323 -0.119 0.30
C -1.796 0.279 -1.271 -0.69
C 0.173 0.416 0.431 -0.32
C 0.864 -0.283 1.584 -0.25
C 1.595 -0.001 0.555 0.21
N 2.821 0.091 -0.057 -0.80
H -2.874 0.254 -1.066 0.22
H -1.501 1.315 -1.469 0.22
H -1.616 -0.299 -2.186 0.23
H -0.025 1.502 0.448 0.17
H 0.586 -0.878 2.440 0.25
H 3.571 0.028 0.622 0.38
H 2.907 0.935 -0.610 0.38

(2)
15
Properties=species:S:1:pos:R:3:nbo_charge:R:1 method="wB97M-V/def2-TZVPD" orbital_gap_ev=8.4 homo_ev=-7.360 de_lowest_ev=0.973 total_energy_ev=-8294.024 smiles=Cc1cc(N)c[nH]1
C -0.933 -0.396 2.154 -0.63
C -0.426 -0.606 0.708 0.13
C -0.681 0.416 -0.177 -0.31
C 0.263 0.408 -1.229 0.07
N 0.412 1.363 -2.255 -0.81
C 1.055 -0.684 -1.047 -0.12
N 0.715 -1.298 0.148 -0.53
H -0.095 -0.061 2.774 0.22
H -1.641 0.455 2.194 0.22
H -1.443 -1.210 2.682 0.21
H -1.474 1.140 -0.034 0.21
H 1.397 1.568 -2.378 0.37
H -0.047 2.226 -1.992 0.36
H 1.788 -1.067 -1.752 0.21
H 1.124 -2.228 0.247 0.41

(3)
15
Properties=species:S:1:pos:R:3:nbo_charge:R:1 method="wB97M-V/def2-TZVPD" orbital_gap_ev=10.7 homo_ev=-9.794 de_lowest_ev=1.687 total_energy_ev=-8293.309 smiles=C[C@H]1CN1CC#N
C 0.510 0.438 1.895 -0.61
C 0.323 -0.288 0.589 -0.08
C -0.825 -1.186 0.327 -0.25
N -0.784 0.156 -0.247 -0.40
C -0.508 0.232 -1.677 -0.33
C 0.670 1.076 -1.937 0.27
N 1.629 1.698 -2.109 -0.32
H -0.462 0.676 2.338 0.22
H 1.051 1.376 1.733 0.22
H 1.077 -0.175 2.603 0.21
H 1.244 -0.534 0.056 0.20
H -0.667 -2.032 -0.342 0.19
H -1.579 -1.347 1.094 0.21
H -0.305 -0.751 -2.132 0.22
H -1.375 0.661 -2.192 0.24

(4)
15
Properties=species:S:1:pos:R:3:nbo_charge:R:1 method="wB97M-V/def2-TZVPD" orbital_gap_ev="7.2 / 6.8" homo_ev="-6.742 / -6.483" de_lowest_ev=6.536 total_energy_ev=-8288.461
C 2.457 -0.839 2.052 0.05
C -0.266 -1.239 0.900 -0.24
C 1.189 -1.174 0.489 -0.19
C -1.133 1.488 -0.742 -0.65
C 0.105 0.674 -0.842 0.03
N 2.561 0.296 1.982 -0.40
N 0.287 -0.325 -0.005 -0.24
H -0.964 -1.994 0.450 0.16
H -0.668 -1.072 1.849 0.19
H 2.749 -1.796 2.400 0.20
H 1.531 -2.137 0.042 0.21
H -0.918 2.411 -0.201 0.23
H -1.819 1.050 -0.168 0.22
H -1.476 1.678 -1.767 0.22
H 1.028 0.895 -1.342 0.21

(5)
15
Properties=species:S:1:pos:R:3:nbo_charge:R:1 method="wB97M-V/def2-TZVPD" orbital_gap_ev=10.7 homo_ev=-9.769 de_lowest_ev=1.744 total_energy_ev=-8293.253 smiles=C[C@H]1CN1CC#N
C 1.513 1.271 0.074 -0.61
C 0.697 0.007 -0.016 -0.08
C 0.389 -0.908 1.109 -0.25
N -0.607 0.041 0.627 -0.40
C -1.730 -0.469 -0.155 -0.33
C -1.685 0.092 -1.516 0.27
N -1.552 0.530 -2.577 -0.32
H 1.615 1.608 1.110 0.21
H 1.011 2.061 -0.495 0.22
H 2.511 1.124 -0.351 0.21
H 0.724 -0.473 -0.996 0.20
H 0.253 -1.963 0.868 0.19
H 0.768 -0.716 2.111 0.21
H -1.741 -1.566 -0.246 0.22
H -2.670 -0.171 0.321 0.24

(6)
15
Properties=species:S:1:pos:R:3:nbo_charge:R:1 method="wB97M-V/def2-TZVPD" orbital_gap_ev="7.9 / 9.4" homo_ev="-8.017 / -9.123" de_lowest_ev=4.728 total_energy_ev=-8290.268
C -2.445 0.639 0.158 -0.69
C -1.295 0.265 -0.711 -0.05
C 1.302 0.408 -0.482 0.05
C 0.020 1.130 -0.806 0.05
N -0.295 2.288 -1.125 -0.23
N 1.102 -0.419 0.450 -0.35
C 2.104 -1.379 0.817 -0.44
H -2.151 1.496 0.751 0.23
H -3.368 0.875 -0.392 0.22
H -2.714 -0.207 0.824 0.23
H -1.549 -0.686 -1.252 0.19
H 2.257 0.512 -1.030 0.18
H 2.841 -1.560 0.023 0.18
H 1.576 -2.309 1.046 0.21
H 2.615 -1.053 1.728 0.21

(7)
15
Properties=species:S:1:pos:R:3:nbo_charge:R:1 method="wB97M-V/def2-TZVPD" orbital_gap_ev=9.9 homo_ev=-9.614 de_lowest_ev=2.353 total_energy_ev=-8292.643 smiles=CC1(C)N[C@H]1C#N
C -0.616 1.298 -0.183 -0.63
C -0.190 -0.155 -0.087 0.10
C -1.187 -1.031 0.645 -0.61
N 0.416 -0.831 -1.253 -0.57
C 1.235 -0.619 -0.088 -0.16
C 2.318 0.378 -0.090 0.21
N 2.387 1.302 0.605 -0.24
H -0.738 1.744 0.813 0.23
H -1.590 1.357 -0.687 0.22
H 0.095 1.916 -0.737 0.22
H -2.161 -0.994 0.142 0.22
H -0.852 -2.072 0.649 0.22
H -1.326 -0.699 1.680 0.21
H 0.684 -0.139 -1.950 0.36
H 1.523 -1.456 0.541 0.23

(8)
15
Properties=species:S:1:pos:R:3:nbo_charge:R:1 method="wB97M-V/def2-TZVPD" orbital_gap_ev="7.7 / 7.7" homo_ev="-8.194 / -8.326" de_lowest_ev=4.236 total_energy_ev=-8290.760
C 2.879 -0.256 -0.183 -0.86
C 0.189 -0.056 1.036 0.32
C -0.452 -0.786 0.033 -0.48
C -1.533 0.097 -0.136 0.19
N -2.775 -0.181 -0.629 -0.77
C -1.155 1.373 0.453 -0.04
N 0.063 1.281 0.955 -0.45
H 2.709 -0.722 0.793 0.22
H 2.587 -0.953 -0.972 0.21
H 3.936 0.002 -0.282 0.21
H -0.475 -1.857 -0.108 0.23
H -3.576 0.222 -0.166 0.39
H -2.931 -1.105 -1.002 0.39
H -1.746 2.285 0.471 0.20
H 2.280 0.654 -0.263 0.22

(9)
15
Properties=species:S:1:pos:R:3:nbo_charge:R:1 method="wB97M-V/def2-TZVPD" orbital_gap_ev=8.9 homo_ev=-7.933 de_lowest_ev=1.754 total_energy_ev=-8293.243 smiles="CN1C=CCN=C1"
C -2.195 -0.124 0.025 -0.41
N -0.752 -0.095 0.080 -0.46
C -0.079 1.155 -0.094 -0.04
C 1.313 1.078 -0.086 -0.24
C 2.100 -0.202 0.183 -0.29
N 1.264 -1.366 -0.220 -0.46
C -0.013 -1.279 -0.134 0.27
H -2.520 0.404 0.950 0.21
H -2.677 0.231 -0.882 0.20
H -2.628 -1.111 0.308 0.22
H -0.659 2.058 -0.443 0.22
H 1.944 2.020 -0.339 0.21
H 2.407 -0.261 1.229 0.19
H 3.067 -0.313 -0.355 0.21
H -0.575 -2.195 -0.221 0.18

(10)
15
Properties=species:S:1:pos:R:3:nbo_charge:R:1 method="wB97M-V/def2-TZVPD" orbital_gap_ev=8.5 homo_ev=-7.395 de_lowest_ev=1.076 total_energy_ev=-8293.920 smiles=Cc1cc(N)c[nH]1
C 0.235 1.118 2.077 -0.63
C -0.263 0.754 0.655 0.12
C 0.713 0.285 -0.190 -0.31
C 0.155 -0.535 -1.193 0.06
N 0.856 -1.297 -2.149 -0.81
C -1.196 -0.509 -1.031 -0.12
N -1.501 0.197 0.121 -0.54
H 0.067 0.264 2.741 0.22
H 1.338 1.223 2.066 0.22
H -0.127 2.020 2.583 0.21
H 1.773 0.464 -0.049 0.21
H 0.540 -2.259 -2.104 0.37
H 1.843 -1.290 -1.924 0.36
H -1.928 -0.898 -1.733 0.21
H -2.496 0.419 0.190 0.41

(11)
15
Properties=species:S:1:pos:R:3:nbo_charge:R:1 method="wB97M-V/def2-TZVPD" orbital_gap_ev=8.6 homo_ev=-7.752 de_lowest_ev=4.348 total_energy_ev=-8290.648
C 2.221 1.671 -0.949 -0.46
N 1.271 0.972 -0.044 -0.10
C 0.477 -0.058 -0.768 -0.21
C -0.301 -0.835 -0.070 0.11
C -2.515 -1.181 0.937 -0.63
C -1.051 -1.479 0.777 -0.21
N 1.215 1.163 1.151 -0.25
H 2.910 0.936 -1.377 0.21
H 2.754 2.389 -0.329 0.23
H 1.672 2.168 -1.754 0.20
H 0.629 -0.120 -1.842 0.22
H -3.092 -2.090 0.733 0.22
H -2.820 -0.411 0.223 0.22
H -2.760 -0.843 1.948 0.23
H -0.610 -2.282 1.366 0.23

(12)
15
Properties=species:S:1:pos:R:3:nbo_charge:R:1 method="wB97M-V/def2-TZVPD" orbital_gap_ev="7.9 / 7.9" homo_ev="-8.500 / -8.500" de_lowest_ev=4.872 total_energy_ev=-8290.124
H 1.113 1.991 -1.606 0.33
N 0.177 2.071 -1.202 -0.56
C -0.065 1.200 -0.280 0.04
C 1.067 0.661 0.688 -0.24
C 0.779 0.039 1.822 -0.35
H -1.007 1.353 0.244 0.19
H 2.058 1.034 0.460 0.20
H 1.549 -0.213 2.538 0.21
H -0.204 -0.384 1.980 0.21
C -0.060 -1.750 -0.944 -0.63
C -1.020 -0.852 -0.684 0.39
N -2.134 -0.755 -0.133 -0.62
H -0.261 -2.807 -0.868 0.25
H 0.830 -1.458 -1.474 0.22
H -2.821 -0.129 -0.540 0.38